Record 1
Formula: C30H41N4
Source: the Open Molecules 2025 dataset
Level of theory: ωB97M-V with the def2-TZVPD basis set

CARTESIAN COORDINATES (ANGSTROEM)
C  -2.218  2.865  0.290
H  -0.145  4.518  -4.696
H  -2.907  2.069  -2.677
C  2.180  -2.440  -1.041
N  -2.586  4.054  -0.256
C  1.195  -1.279  4.191
C  2.413  -2.853  6.533
H  -0.897  1.065  2.806
H  1.431  -4.463  -1.063
C  0.971  1.953  -4.678
H  2.941  -2.669  -1.817
H  3.475  -3.030  6.314
H  0.962  -3.572  -3.300
C  -1.540  2.619  1.495
H  -0.333  -1.705  -3.802
N  1.053  3.039  -3.740
C  0.633  -0.776  3.027
C  1.032  -2.643  4.478
H  0.335  -3.277  -0.318
C  0.254  -3.475  3.634
H  2.233  -0.237  -0.712
C  0.873  4.336  -4.311
H  -3.264  5.738  0.819
H  2.024  1.692  -1.715
C  -0.364  -2.958  2.521
H  -0.565  -3.987  -2.476
H  2.691  -2.547  -0.075
N  0.614  0.489  -2.757
C  0.377  2.833  -2.494
C  -3.354  2.348  -1.714
H  2.436  0.610  -3.829
H  1.575  4.457  -5.142
C  1.675  -1.048  -1.204
H  -4.399  1.998  -1.729
H  0.819  0.263  2.779
H  0.739  -5.134  6.324
C  -1.382  0.236  0.847
H  -1.010  -1.774  0.183
C  -2.174  0.517  -0.319
H  1.080  -0.201  -4.703
H  -2.092  6.064  -0.478
H  -0.703  -5.208  4.500
C  1.345  0.631  -4.030
C  0.293  -3.302  -2.471
C  -0.195  -1.574  2.168
H  -1.352  3.446  2.183
H  -1.035  -3.598  1.941
H  -2.458  -0.289  -1.000
H  2.172  -3.352  7.477
H  -0.040  1.839  -5.127
H  1.738  -0.646  4.890
C  -1.240  1.302  1.803
H  1.089  5.080  -3.540
C  -0.834  -1.060  1.003
C  1.228  -4.771  5.406
H  -1.547  5.312  1.040
H  -1.205  -1.765  -2.284
N  1.543  -3.362  5.501
H  -4.334  4.316  -1.424
H  1.697  2.178  -5.473
C  -2.578  1.804  -0.575
H  0.570  3.699  -1.846
C  0.928  1.579  -1.843
C  0.284  -4.858  4.176
C  -0.186  -1.863  -2.720
H  0.667  -5.585  3.448
H  0.440  1.430  -0.860
C  0.739  -0.790  -2.167
H  -0.721  2.696  -2.607
H  -2.819  4.392  -2.339
C  -3.318  3.884  -1.493
H  2.131  -5.388  5.258
C  1.032  -3.449  -1.150
C  -2.364  5.355  0.316
H  2.252  -1.778  6.645

The charge is +1. The calculation puts the HOMO energy at -9.93 eV. For the calculated total energy, the calculation gives -1386.5149 Ha. The calculation puts the max |F| at 0.032 hartree/bohr.



Record 2
Formula: C30H41N5SSe2Te2W
Source: the Open Molecules 2025 dataset
Level of theory: ωB97M-V with the def2-TZVPD basis set

CARTESIAN COORDINATES (ANGSTROEM)
H  -1.747  0.446  -2.997
Te  1.835  2.951  -3.996
C  4.053  1.312  -2.034
H  -1.079  5.846  -0.012
C  -2.794  -2.041  -3.158
C  -2.932  -0.587  0.037
C  2.079  -3.208  2.563
H  -1.517  4.842  2.847
H  4.244  -1.841  0.694
H  -0.325  -0.740  1.176
C  -2.028  5.524  0.330
C  -1.159  -1.679  -1.270
H  3.545  1.212  -2.979
H  1.125  -0.912  3.697
H  -3.402  0.359  0.392
N  -0.830  0.731  -0.408
N  3.227  1.337  -0.968
C  -2.168  -2.651  -1.882
C  -4.604  -0.964  -1.785
H  2.475  -3.747  -1.005
H  3.346  -0.796  -1.621
H  -1.089  3.231  4.812
C  -1.901  2.966  0.041
C  5.915  1.539  -0.650
C  -1.293  2.367  4.166
C  -1.098  1.644  1.832
H  -5.126  -0.007  -1.574
Se  1.319  3.628  0.110
H  -2.967  1.188  -1.958
C  1.515  -1.490  0.886
C  -1.872  4.126  0.868
C  -2.492  0.260  -2.244
C  0.726  -2.939  3.129
N  0.483  -1.128  1.663
H  -0.864  0.654  2.264
H  0.026  -3.539  2.578
H  -0.578  -1.260  3.439
C  -3.940  -1.550  -0.539
H  3.952  -3.604  1.020
H  4.035  -3.061  -1.410
Te  0.031  3.541  -2.030
H  2.157  -4.228  2.271
C  -3.505  -0.731  -2.816
H  -2.397  6.257  1.130
H  -3.909  -0.259  -3.741
C  3.732  1.394  0.262
H  -5.402  -1.637  -2.189
C  2.552  -1.495  -1.338
H  0.662  -3.294  4.193
C  5.401  1.442  -1.956
H  -4.685  -1.772  0.198
H  5.537  1.407  1.423
H  -3.507  -2.778  -3.581
C  -3.241  -2.858  -0.860
H  -4.041  -3.547  -1.182
C  0.400  -1.478  3.086
H  -0.628  1.555  4.435
H  -2.741  5.680  -0.507
N  1.726  -0.814  -0.300
H  -2.311  2.023  4.399
H  -0.707  -2.039  -0.294
H  -1.995  -1.832  -3.925
C  -1.281  2.659  2.731
W  1.005  1.270  -0.634
H  -2.828  -3.332  0.025
Se  1.115  0.613  -3.168
H  -2.511  -1.073  0.910
H  -1.668  -3.561  -2.139
N  2.324  -2.413  1.365
C  -1.861  -0.330  -0.965
H  6.013  1.629  -2.835
H  -0.299  -1.558  -1.936
C  5.103  1.412  0.458
C  -1.569  3.939  2.240
C  -1.329  1.753  0.467
S  2.491  1.514  1.451
H  6.992  1.737  -0.551
C  3.537  -2.668  0.614
C  3.118  -2.848  -0.846
H  1.999  -1.635  -2.279
H  -2.455  2.952  -0.941
H  2.880  -3.016  3.300

The charge is +2. The calculation puts the HOMO energy (spin up / spin down) at -13.21 / -13.21 eV. For the calculated total energy, the calculation gives -7245.3062 Ha. The calculation puts the max |F| at 0.051 hartree/bohr.